Model one:
Formula: C6H9INO
Source: the Open Molecules 2025 dataset
Level of theory: ωB97M-V/def2-TZVPD

Values from the calculation:
net charge	+1
gap between HOMO and LUMO	0.2745	Eh
M	238.05	g/mol

Cartesian coordinates (Å):
H: 0.70563 -0.05693 -1.17313
C: 0.21749 -0.33191 0.83580
H: 0.17339 2.41904 3.06548
C: -0.90829 -1.38485 -0.95171
H: -0.12248 -2.24478 3.45055
H: 0.37199 2.97489 1.36048
I: -1.44132 3.78513 -1.65498
H: -1.43391 -1.74815 -0.14326
C: 0.26735 2.06866 2.00075
O: -0.09735 -0.52263 4.44755
H: -2.85373 3.35804 -2.21945
N: 0.28172 0.85721 1.62549
C: -0.07777 -1.16117 3.43500
H: 1.19439 -1.65362 -0.51040
C: 0.39291 -0.83042 -0.48467
C: 0.14288 -0.49403 2.18989
H: -1.54717 -0.60758 -1.21981
H: -0.66279 -2.01906 -1.76045

***

Model two:
Formula: C6H9INO
Source: the Open Molecules 2025 dataset
Level of theory: ωB97M-V/def2-TZVPD

Values from the calculation:
net charge	+1
gap between HOMO and LUMO	0.3329	Eh
M	238.05	g/mol

Cartesian coordinates (Å):
C: 2.43704 0.57021 -1.84154
I: 2.09305 -1.18082 -2.90564
H: -2.30759 -1.38215 1.43878
O: 2.95404 1.33233 -2.76362
H: 1.41202 1.01547 -0.64565
N: 0.58909 0.78179 0.07498
H: -2.48932 1.00236 0.87779
C: 0.56275 0.31441 1.29231
C: -1.56875 -1.00623 0.85706
H: -0.90163 1.99838 -0.75784
C: -1.63010 0.49539 0.64280
H: -0.67948 0.45526 -1.37666
C: -0.69602 0.99865 -0.44344
H: 2.97984 2.22503 -2.27318
H: -0.92402 -0.17293 2.80245
H: -1.02452 -1.67743 0.22998
C: -0.71447 -0.17472 1.72523
H: 1.51061 0.30589 1.84007

***

The data favor model two; the next most stable structure lies 0.0374 hartree above it.